No. 1
Density functional theory data (ωB97M-V/def2-TZVPD) for C5H4N2O2 in the gas phase at a distorted geometry.

Last column: natural (NBO) charge in e.
Positions of all 13 atoms, in Å:
H: 3.3678 -0.3857 0.1750  0.36
N: 2.6924 -1.1309 -0.0621  -0.69
C: 1.5656 -0.6231 -0.0201  0.67
N: 0.2747 -1.2142 -0.1860  -0.62
C: -0.7296 -0.1394 0.2719  -0.12
C: -2.0949 -0.6010 0.1281  -0.07
C: -3.3032 -0.7769 -0.0911  -0.20
C: -0.0148 0.9992 0.0155  0.62
O: -0.3511 2.2621 -0.1441  -0.62
O: 1.2649 0.7614 0.0544  -0.50
H: -0.0543 -2.2259 0.3555  0.43
H: -4.3888 -1.0503 -0.2359  0.26
H: 0.4556 2.7384 0.3331  0.50

Maximum force = 4.8 eV/A
LUMO = 0.31 eV
Energy relative to the best compared isomer or geometry (same formula, charge and spin) = 4.483 eV
HOMO-LUMO gap = 8.4 eV
Energy = -12320.5944 eV
SMILES = [H]/N=c1/[nH]c(C#C)c(O)o1

---

No. 2
Density functional theory data (ωB97M-V/def2-TZVPD) for C5H4N2O2 in the gas phase at a distorted geometry.

Last column: natural (NBO) charge in e.
Positions of all 13 atoms, in Å:
C: -4.1138 -0.8117 -0.1995  -0.23
C: -3.0156 -0.1422 -0.3073  -0.07
C: -1.8210 0.7219 -0.0991  0.01
N: -0.7294 0.0448 0.0988  -0.26
N: 0.3617 1.1352 0.1921  -0.35
C: 1.4937 0.4788 0.3520  0.33
O: 1.7789 -0.8153 0.5211  -0.49
C: 3.2204 -0.8486 -0.2227  0.65
O: 3.9755 0.1876 -0.5047  -0.48
H: -5.0322 -1.3566 0.3718  0.28
H: -1.8199 1.7991 -0.1534  0.22
H: 2.1871 1.4185 0.1065  0.22
H: 3.5145 -1.8115 -0.1555  0.16

Maximum force = 9.2 eV/A
LUMO = -0.86 eV
Energy relative to the best compared isomer or geometry (same formula, charge and spin) = 7.833 eV
HOMO-LUMO gap = 8.5 eV
Energy = -12317.2452 eV
SMILES = C#C/C=N/N=C\OC=O

---

No. 3
Density functional theory data (ωB97M-V/def2-TZVPD) for C5H4N2OS in the gas phase at a distorted geometry.

Last column: natural (NBO) charge in e.
Positions of all 13 atoms, in Å:
C: -1.1308 -1.4470 -0.3177  -0.31
C: -2.0779 -0.5272 -0.5481  -0.32
C: 0.0492 -0.8157 0.2479  0.32
C: -0.0440 0.5500 0.2590  -0.33
C: 1.1437 1.3681 0.5593  -0.32
N: 2.0365 0.8988 -0.4239  -0.01
N: 2.4606 -0.1046 -0.7313  0.25
O: 1.1921 -1.3210 0.4571  -0.63
S: -1.6299 1.1607 -0.2160  0.34
H: -1.5360 -2.4239 -0.2897  0.24
H: -3.0790 -0.7308 -0.9862  0.23
H: 0.9279 2.5199 0.5471  0.26
H: 1.6875 0.8728 1.4428  0.29

Maximum force = 4.6 eV/A
LUMO (alpha / beta) = -0.38 / -0.38 eV
Energy relative to the best compared isomer or geometry (same formula, charge and spin) = 2.547 eV
HOMO-LUMO gap (alpha / beta) = 7.6 / 7.5 eV
Energy = -21108.9391 eV